Record 1
A cluster of 7 separate species, C26H64N2O12 in total in a non-equilibrium geometry, computed with the ωB97M-V functional and the def2-TZVPD basis.

The total energy is -55531.99322 eV. As for the spin multiplicity: 2. As for the expectation value of S²: 0.76. The total charge is +1. The LUMO energy (spin up / spin down) is -2.302 / -8.507 eV. The calculation puts the gap between HOMO and LUMO (spin up / spin down) at 8.58 / 2.37 eV. The HOMO energy (spin up / spin down) is -10.880 / -10.880 eV.

Atoms and positions in Å:
C 3.5625 -2.5513 -6.4750
O 2.3729 -2.1498 -5.8190
C 2.5360 -1.5879 -4.4873
C 3.1899 -0.1447 -4.3902
O 3.5381 0.3126 -3.0893
C 4.1731 1.5655 -2.9755
H 3.3933 -3.1641 -7.3604
H 4.1812 -3.2135 -5.8695
H 4.1925 -1.6824 -6.6656
H 3.1082 -2.3018 -3.8950
H 1.5324 -1.4915 -4.0731
H 2.5061 0.5622 -4.8603
H 4.0825 -0.0530 -5.0091
H 4.3923 1.8444 -1.9448
H 3.6300 2.3446 -3.5103
H 5.1668 1.4726 -3.4138
C -3.3251 -0.5679 5.6852
O -1.9187 -0.3969 5.2892
C -1.6540 0.8720 4.8393
C -0.0934 1.0986 5.0686
O 0.1958 1.1361 6.4856
C 0.1829 -0.1612 7.1146
H -3.9858 -1.0808 4.9861
H -3.8339 0.3930 5.7622
H -3.3542 -1.1437 6.6102
H -2.1036 1.7158 5.3626
H -1.7368 0.8192 3.7537
H 0.1833 2.1164 4.7939
H 0.4829 0.3146 4.5774
H 0.3853 -1.0033 6.4527
H -0.7872 -0.3993 7.5507
H 0.8889 -0.1090 7.9434
C 5.7425 -2.8840 3.8054
O 4.7067 -2.0629 4.4280
C 3.5125 -1.9674 3.7629
C 3.3997 -1.1392 2.5145
O 4.0845 -1.7984 1.4193
C 4.1958 -1.1784 0.0800
H 6.0552 -2.2916 2.9455
H 5.5279 -3.9437 3.6668
H 6.5926 -2.7697 4.4779
H 2.9931 -1.2981 4.4487
H 2.9817 -2.9160 3.6816
H 3.7133 -0.1258 2.7650
H 2.4058 -1.1699 2.0681
H 3.2179 -1.0160 -0.3732
H 4.7992 -1.8254 -0.5567
H 4.7863 -0.2693 0.1942
C -2.5686 -4.1536 3.7537
O -2.6568 -3.9543 2.3726
C -3.4053 -2.8202 1.8833
C -2.5585 -1.5491 1.8977
O -1.7027 -1.6951 0.8301
C -0.9871 -0.5186 0.5276
H -2.1807 -3.2308 4.1851
H -1.9739 -5.0169 4.0521
H -3.5717 -4.4048 4.0984
H -4.4020 -2.7055 2.3094
H -3.7271 -3.1814 0.9065
H -2.0521 -1.4719 2.8598
H -3.1972 -0.6804 1.7377
H -0.2684 -0.6403 -0.2828
H -0.2898 -0.1627 1.2861
H -1.7090 0.2542 0.2636
C -1.7293 0.7900 -3.9561
O -2.9165 0.0300 -3.7510
C -2.7691 -1.2512 -3.0420
C -1.8576 -2.2915 -3.7862
O -2.3353 -2.7998 -5.0398
C -2.4955 -1.9961 -6.1917
H -2.1471 1.6168 -4.5306
H -1.1225 0.2055 -4.6476
H -1.3279 1.0458 -2.9755
H -3.7041 -1.7751 -2.8434
H -2.4493 -0.9539 -2.0432
H -1.4932 -3.1539 -3.2282
H -0.9064 -1.7612 -3.8330
H -2.7437 -0.9550 -5.9850
H -3.4029 -2.2591 -6.7354
H -1.5784 -2.0460 -6.7786
C 1.3463 1.9296 -0.6533
C 1.2351 2.6635 0.6256
O 2.1550 2.4929 1.4466
N 0.2067 3.4704 0.9138
C 0.2403 4.4071 2.0423
H 0.6731 2.2791 -1.4362
H 1.4164 0.8597 -0.4575
H 2.2840 2.2046 -1.1362
H -0.6755 3.4262 0.4241
H -0.2479 4.0067 2.9309
H -0.3971 5.2426 1.7530
H 1.1760 4.9051 2.2961
C -2.4141 5.7222 -2.1843
C -3.0860 4.4209 -1.8495
O -2.8451 3.7955 -0.8252
N -3.7728 3.9907 -2.8640
C -4.4331 2.7337 -2.9726
H -2.7550 6.5501 -1.5626
H -2.4719 6.0123 -3.2334
H -1.3749 5.6770 -1.8587
H -3.9288 4.6047 -3.6506
H -3.6585 2.0150 -2.7049
H -5.0079 2.5929 -3.8879
H -5.2343 2.7742 -2.2346


Record 2
The molecule C21H28N4O4S in a non-equilibrium geometry, computed with the ωB97M-V functional and the def2-TZVPD basis.

The total energy is -47217.14380 eV. Its SMILES is CN(C)CCN(Cc1cc2cc3c(cc2[nH]c1=O)OCO3)C(=S)NC[C@H]1CCCO1. As for the spin multiplicity: 1. The LUMO energy is 0.254 eV. The calculation puts the gap between HOMO and LUMO at 8.14 eV. The HOMO energy is -7.886 eV. The relative energy (zero: lowest compared OMol25 entry of this formula, charge and spin) is 262.6 kJ/mol.

Atoms and positions in Å:
C 1.3732 0.7775 5.1764
N 2.4123 0.9566 4.1866
C 2.4758 2.3097 3.6809
H 1.5403 2.6609 3.2272
H 3.2679 2.3807 2.9373
H 2.7208 2.9750 4.5098
C 2.4796 -0.0790 3.1881
H 3.3428 0.1459 2.5563
C 1.2269 -0.3206 2.3032
N 0.9571 0.7314 1.3428
C 1.6838 0.9088 0.2166
N 2.7489 0.0978 0.0111
C 3.5109 0.0714 -1.2096
H 4.5743 -0.0170 -0.9676
H 3.3441 1.0153 -1.7305
C 3.1187 -1.1085 -2.1265
C 1.7006 -0.9670 -2.6851
H 1.3286 -1.9442 -2.9955
C 1.9289 -0.0611 -3.8957
H 1.8129 0.9829 -3.6067
C 3.3841 -0.3618 -4.2925
H 3.4514 -0.9439 -5.2165
O 3.9578 -1.1537 -3.2594
H 3.9672 0.5577 -4.4186
H 1.2360 -0.2738 -4.7064
H 1.0082 -0.5356 -1.9660
H 3.2671 -2.0493 -1.5818
H 2.8564 -0.7103 0.6034
S 1.3325 2.1243 -0.8675
C -0.2713 1.4877 1.5304
C -1.4636 0.7274 1.0123
C -1.8424 0.7646 -0.2873
C -2.9618 0.0276 -0.7697
C -3.6935 -0.7408 0.1580
N -3.2794 -0.7572 1.4606
C -2.1891 -0.0898 1.9734
O -1.8984 -0.2134 3.1546
H -3.8038 -1.3140 2.1258
C -4.8223 -1.4791 -0.2328
C -5.1754 -1.4189 -1.5530
C -4.4472 -0.6587 -2.4871
C -3.3495 0.0649 -2.1249
H -2.7917 0.6489 -2.8367
O -5.0291 -0.7925 -3.7185
C -6.1394 -1.6415 -3.5389
O -6.2144 -2.0316 -2.1823
H -7.0627 -1.1100 -3.8188
H -6.0292 -2.5360 -4.1718
H -5.3847 -2.0641 0.4756
H -1.2882 1.3718 -0.9886
H -0.4091 1.6723 2.5979
H -0.1695 2.4357 0.9977
H 1.3411 -1.2853 1.7900
H 0.3525 -0.4064 2.9487
H 2.6771 -1.0203 3.7129
H 1.4232 -0.2386 5.5650
H 1.5556 1.4714 5.9966
H 0.3572 0.9557 4.7969


Record 3
The molecule C5H7N3O5 in a non-equilibrium geometry, computed with the ωB97M-V functional and the def2-TZVPD basis.

The total energy is -19996.95773 eV. As for the spin multiplicity: 1. The LUMO energy is -0.750 eV. The calculation puts the gap between HOMO and LUMO at 8.27 eV. The HOMO energy is -9.018 eV. The relative energy (zero: lowest compared OMol25 entry of this formula, charge and spin) is 655.7 kJ/mol.

Atoms and positions in Å:
C -1.7040 -0.2463 -0.0492
C -1.0467 -1.5250 0.4767
C -0.9290 0.9687 0.4781
C 0.3347 -1.5805 0.0284
C 0.5382 0.8590 0.2090
N 1.2423 -2.0812 -0.5021
N 1.0430 1.1910 -0.9560
N 1.4254 0.6542 1.3262
O 2.1894 1.2574 -1.3370
O 0.8842 0.4644 2.4003
O 2.2818 -2.3659 -0.9954
O 0.0603 1.4756 -1.9098
O 2.6166 0.6878 1.1462
H -1.7015 -0.2461 -1.1400
H -2.7334 -0.1934 0.2985
H -1.0718 -1.5300 1.5705
H -1.5735 -2.4113 0.1117
H -1.3181 1.8805 0.0226
H -1.0598 1.0331 1.5591
H 0.5219 1.7082 -2.7375


Record 4
A cluster of 5 separate species, C27H60BN3O12 in total in a non-equilibrium geometry, computed with the ωB97M-V functional and the def2-TZVPD basis.

The total energy is -58678.76912 eV. Its SMILES is CCNCO[C@@H](CB(O)O)[C@H](NO)c1ccncc1.COCCOC.COCCOC.COCCOC.COCCOC. As for the spin multiplicity: 1. The LUMO energy is -0.002 eV. The calculation puts the gap between HOMO and LUMO at 8.90 eV. The HOMO energy is -8.901 eV. The relative energy (zero: lowest compared OMol25 entry of this formula, charge and spin) is 0.0 kJ/mol.

Atoms and positions in Å:
C 0.0498 1.8206 4.0235
C -0.6052 3.3094 4.1175
N -0.1690 4.2327 3.0295
C -0.6026 3.7782 1.6778
O -2.0185 3.4819 1.6225
C -2.3320 2.6113 0.4855
C -3.1121 1.3345 1.1032
B -2.1834 0.0208 1.3160
O -1.7680 -0.7262 0.1448
O -1.8524 -0.3559 2.6771
C -3.3362 3.4922 -0.4584
N -2.5241 4.4570 -1.2763
O -1.6384 3.7934 -2.1075
C -4.2498 4.3446 0.5318
C -5.3650 3.7512 1.4501
C -6.2308 4.5415 2.4399
N -6.0479 5.9373 2.6031
C -5.0663 6.5222 1.7704
C -4.1192 5.9017 0.7317
H 1.0671 1.8515 4.5562
H 0.1367 1.4424 2.9532
H -0.6546 1.1178 4.5904
H -1.7414 3.2612 4.2392
H -0.2062 3.7456 5.1113
H 0.8628 4.1652 3.0112
H 0.0523 2.8984 1.3507
H -0.3945 4.6511 0.9419
H -1.4075 2.2461 -0.0736
H -3.5257 1.6698 2.1300
H -4.0306 1.1500 0.4389
H -2.3129 -1.5513 0.1867
H -2.6848 -0.3350 3.2052
H -3.9653 2.8487 -1.1565
H -1.9188 4.9399 -0.5775
H -0.7239 3.8816 -1.7518
H -5.5456 2.6183 1.3862
H -7.0013 3.9715 3.0762
H -4.9482 7.6629 1.8957
H -3.3537 6.5101 0.1275
C -2.4161 -4.7803 7.4275
O -2.3393 -5.0549 6.0347
C -3.3378 -4.3643 5.2882
C -2.7792 -3.1009 4.6391
O -2.3843 -2.1408 5.6168
C -0.9826 -2.1551 5.8575
H -1.4702 -5.0766 7.8846
H -2.5815 -3.7201 7.6306
H -3.2229 -5.3687 7.8755
H -4.2030 -4.1325 5.9184
H -3.6719 -5.0436 4.4976
H -3.5679 -2.6389 4.0385
H -1.9448 -3.3370 3.9692
H -0.4662 -1.6240 5.0519
H -0.5880 -3.1705 5.9348
H -0.7932 -1.6364 6.7994
C 3.1121 -2.6767 -2.1052
O 2.8478 -3.6950 -1.1481
C 3.5236 -3.4692 0.0867
C 2.5984 -2.8407 1.1246
O 2.1892 -1.5328 0.7328
C 0.8898 -1.5207 0.1513
H 2.3508 -2.7362 -2.8848
H 3.0790 -1.6776 -1.6650
H 4.0942 -2.8441 -2.5589
H 4.4171 -2.8545 -0.0664
H 3.8493 -4.4468 0.4560
H 3.1470 -2.7364 2.0645
H 1.7279 -3.4787 1.3154
H 0.1373 -1.5768 0.9393
H 0.7441 -2.3454 -0.5503
H 0.7648 -0.5804 -0.3883
C 2.4122 1.8025 -0.6768
O 2.8338 3.0780 -1.1424
C 4.1288 3.0385 -1.7382
C 4.0447 2.9795 -3.2609
O 3.4467 1.7628 -3.7045
C 2.0727 1.9195 -4.0338
H 1.3310 1.8378 -0.5245
H 2.6345 1.0072 -1.3916
H 2.8949 1.5799 0.2797
H 4.7117 2.1991 -1.3446
H 4.6394 3.9636 -1.4528
H 5.0589 3.0038 -3.6678
H 3.5042 3.8454 -3.6599
H 1.9818 2.3838 -5.0206
H 1.5384 2.5240 -3.2974
H 1.6150 0.9289 -4.0675
C 2.1032 -4.3467 -5.3067
O 2.5257 -3.0714 -5.7719
C 3.8200 -3.1107 -6.3688
C 3.7345 -3.1671 -7.8914
O 3.1354 -4.3824 -8.3369
C 1.7617 -4.2228 -8.6643
H 1.0229 -4.3121 -5.1529
H 2.3252 -5.1421 -6.0214
H 2.5877 -4.5688 -4.3507
H 4.4029 -3.9510 -5.9767
H 4.3314 -2.1861 -6.0826
H 4.7484 -3.1426 -8.2991
H 3.1942 -2.3003 -8.2882
H 1.6706 -3.7561 -9.6502
H 1.2291 -3.6191 -7.9261
H 1.3024 -5.2125 -8.6998